Entry 1:
A molecular structure, CO3Sn at a distorted geometry. Source: the OMol25 dataset; level of theory: ωB97M-V/def2-TZVPD.

CARTESIAN COORDINATES (ANGSTROEM)
O: 0.39 -0.04 0.49
Sn: 2.20 0.39 0.03
C: -0.85 0.07 0.28
O: -1.81 0.60 -0.27
O: -0.90 -1.01 -0.44

Output
net charge = +2
LUMO level (spin up / spin down) = -13.5 / -14.0 eV
orbital gap (spin up / spin down) = 9.91 / 9.65 eV

---

Entry 2:
A single C4H8N4 molecule at a distorted geometry. Source: the OMol25 dataset; level of theory: ωB97M-V/def2-TZVPD.

CARTESIAN COORDINATES (ANGSTROEM)
H: 3.30 0.21 -0.10
N: 2.65 -0.60 -0.09
C: 1.41 -0.26 0.04
C: 0.68 1.01 0.47
C: -0.67 0.96 -0.30
C: -1.52 -0.34 -0.06
N: -2.75 -0.45 0.08
H: -3.23 0.38 -0.16
N: -0.74 -1.38 0.31
N: 0.59 -1.35 -0.19
H: 1.09 1.94 -0.17
H: 0.74 1.12 1.61
H: -1.13 1.91 -0.04
H: -0.31 1.21 -1.39
H: -1.27 -2.23 0.07
H: 1.15 -2.12 -0.08

Output
LUMO level = 0.8 eV
SMILES = [H]/N=C1\CC/C(=N\[H])NN1
orbital gap = 9.05 eV

---

Entry 3:
A gas-phase ion, H2NO4S (charge -1) at a distorted geometry. Source: the OMol25 dataset; level of theory: ωB97M-V/def2-TZVPD.

CARTESIAN COORDINATES (ANGSTROEM)
O: 0.57 1.31 1.27
S: 0.10 0.00 0.87
O: -0.99 -0.49 1.76
O: 1.10 -0.97 0.43
N: -0.62 0.44 -0.76
O: 0.44 0.22 -1.64
H: -1.43 -0.17 -0.96
H: 0.83 -0.35 -0.97

Output
net charge = -1
LUMO level = 4.2 eV
SMILES = O=S(=O)([O-])NO
orbital gap = 9.04 eV

---

Summary of total energy in Ha
-477.106948; -376.157588; -755.107673
(order as listed above)
Summary of relative energy (zero: lowest compared OMol25 entry of this formula, charge and spin) in kJ/mol
149.0; 238.6; 28.2
(order as listed above)